[1]
DFT (ωB97M-V/def2-TZVPD) results for C37H34N3O5PTa as an isolated structure at a distorted geometry.

Last column: Löwdin charge in e.
Positions of all 81 atoms, in Å:
Ta -0.837 -0.250 -0.605  1.7674
O -5.293 -2.807 1.694  0.0864
C -4.243 -3.036 2.500  -0.2535
C -4.453 -3.845 3.616  0.0025
C -3.422 -4.104 4.491  -0.0530
C -2.145 -3.571 4.284  -0.0720
C -1.925 -2.790 3.175  -0.0160
C -2.961 -2.514 2.267  -0.0827
C -2.669 -1.698 1.108  -0.3360
O -1.376 -1.406 0.850  -0.2264
N -3.591 -1.248 0.321  0.1029
N -3.037 -0.460 -0.700  -0.0915
C -3.825 -0.079 -1.632  0.0008
C -3.435 0.755 -2.763  -0.1290
C -4.413 1.135 -3.681  -0.0140
C -4.099 1.963 -4.744  -0.0564
C -2.796 2.425 -4.890  -0.0394
C -1.804 2.058 -3.989  0.0110
C -2.133 1.223 -2.946  -0.2559
O -1.165 0.841 -2.058  -0.2418
H -5.019 -2.183 0.996  0.0709
H -5.445 -4.249 3.771  0.1262
H -3.608 -4.730 5.355  0.1133
H -1.346 -3.769 4.984  0.1066
H -0.946 -2.368 2.989  0.1063
H -4.865 -0.389 -1.561  0.1492
H -5.427 0.776 -3.547  0.1237
H -4.864 2.249 -5.452  0.1136
H -2.544 3.078 -5.716  0.1166
H -0.778 2.387 -4.095  0.1264
C 4.614 0.522 1.440  -0.0481
C 3.786 -0.728 1.645  -0.2591
C 4.415 -1.813 2.254  -0.0335
C 3.768 -3.019 2.468  -0.0552
C 2.450 -3.177 2.070  -0.0630
C 1.801 -2.115 1.464  -0.0892
C 2.448 -0.893 1.256  -0.2992
P 1.432 0.423 0.534  1.0892
C 2.436 1.196 -0.780  -0.3019
C 3.316 0.331 -1.441  -0.1257
C 4.075 0.771 -2.511  -0.0787
C 3.959 2.089 -2.935  -0.0581
C 3.083 2.944 -2.289  -0.0341
C 2.303 2.525 -1.212  -0.2431
C 1.344 3.514 -0.598  -0.0238
C 0.919 1.480 1.906  -0.3201
C 1.722 1.791 3.006  -0.0623
C 1.194 2.482 4.080  -0.0636
C -0.149 2.851 4.063  -0.0544
C -0.945 2.531 2.977  -0.0316
C -0.428 1.844 1.878  -0.3137
C -1.307 1.536 0.689  -0.2357
H 5.240 0.696 2.316  0.0918
H 4.027 1.420 1.260  0.0612
H 5.278 0.403 0.581  0.0930
H 5.447 -1.699 2.568  0.1212
H 4.296 -3.835 2.945  0.1130
H 1.933 -4.114 2.225  0.1120
H 0.775 -2.241 1.152  0.0694
H 3.409 -0.696 -1.111  0.1121
H 4.761 0.092 -3.003  0.1129
H 4.557 2.452 -3.761  0.1120
H 2.998 3.973 -2.620  0.1161
H 1.547 4.518 -0.965  0.0868
H 1.402 3.534 0.488  0.0779
H 0.315 3.269 -0.871  0.0674
H 2.754 1.472 3.046  0.0949
H 1.817 2.714 4.935  0.1111
H -0.576 3.382 4.905  0.1121
H -1.992 2.814 2.974  0.1186
H -1.311 2.403 0.022  0.0535
H -2.338 1.426 1.036  0.0633
N 1.015 -0.481 -4.257  0.0433
C 0.274 -1.705 -3.967  -0.1598
C -0.153 -1.712 -2.533  -0.5702
O -1.313 -1.976 -2.154  0.0051
O 0.692 -1.301 -1.613  -0.1703
H 1.334 -0.492 -5.217  0.0835
H 1.835 -0.407 -3.664  0.0512
H 0.836 -2.634 -4.134  0.1350
H -0.631 -1.752 -4.568  0.1307

Values from the calculation:
LUMO ... -3.66 eV
HOMO energy ... -10.808 eV
ΔE to the lowest compared entry with this formula, charge and spin ... 0.323 eV
Total charge ... +1
Kohn-Sham gap ... 0.263 hartree

[2]
DFT (ωB97M-V/def2-TZVPD) results for C60H52BCl2N2O6P3TeY as an isolated structure at a distorted geometry.

Last column: Löwdin charge in e.
Positions of all 128 atoms, in Å:
Y -0.406 0.466 -0.003  1.2176
Te 0.668 0.227 -4.942  1.3281
C -0.646 -0.126 -6.576  -0.5199
C -1.417 -1.280 -6.665  -0.1323
C -2.237 -1.470 -7.759  -0.1651
N -2.338 -0.605 -8.760  0.0380
C -1.597 0.491 -8.685  -0.1789
C -0.742 0.770 -7.635  -0.1449
C -0.644 -0.739 -3.509  -0.8268
P -1.820 0.408 -2.696  0.8967
C -2.225 1.604 -4.027  -0.3726
C -1.382 2.710 -4.171  -0.1740
C -1.581 3.636 -5.179  -0.0925
C -2.631 3.474 -6.068  -0.1038
C -3.487 2.396 -5.923  -0.0927
C -3.290 1.471 -4.914  -0.0741
C -3.389 -0.547 -2.724  -0.3974
C -3.629 -1.608 -3.585  -0.1053
C -4.807 -2.325 -3.489  -0.0898
C -5.752 -1.991 -2.532  -0.1042
C -5.514 -0.937 -1.662  -0.0885
C -4.336 -0.218 -1.759  -0.1003
P 0.360 -1.331 -2.109  0.8332
C 2.096 -0.848 -2.449  -0.4502
C 3.130 -1.737 -2.728  -0.0893
C 4.420 -1.279 -2.906  -0.0841
C 4.713 0.069 -2.795  -0.1119
C 3.700 0.965 -2.485  -0.1110
C 2.413 0.506 -2.307  -0.2136
C 0.427 -3.101 -2.600  -0.3499
C 0.120 -4.116 -1.703  -0.0898
C 0.036 -5.427 -2.144  -0.0936
C 0.290 -5.742 -3.468  -0.1082
C 0.620 -4.735 -4.361  -0.0912
C 0.675 -3.424 -3.931  -0.1263
H -1.365 -2.022 -5.882  0.0713
H -2.848 -2.362 -7.860  0.0989
H -1.708 1.181 -9.516  0.0963
H -0.157 1.678 -7.627  0.0862
H -0.571 2.850 -3.462  0.0865
H -0.913 4.482 -5.279  0.1021
H -2.783 4.190 -6.865  0.0957
H -4.309 2.270 -6.613  0.1002
H -3.966 0.636 -4.818  0.0976
H -2.874 -1.866 -4.314  0.0794
H -4.994 -3.148 -4.166  0.0965
H -6.665 -2.566 -2.449  0.0923
H -6.245 -0.681 -0.908  0.0989
H -4.124 0.594 -1.071  0.1030
H 2.918 -2.792 -2.819  0.0985
H 5.205 -1.986 -3.135  0.0991
H 5.725 0.417 -2.946  0.0950
H 3.913 2.019 -2.374  0.1075
H 1.623 1.214 -2.061  0.0693
H -0.061 -3.864 -0.668  0.0868
H -0.233 -6.212 -1.450  0.0953
H 0.227 -6.770 -3.804  0.0922
H 0.827 -4.972 -5.396  0.0978
H 0.914 -2.636 -4.637  0.0552
O -1.854 -1.998 -0.991  -0.2182
H -1.944 -1.666 -0.042  -0.0437
H -2.469 -2.731 -1.102  0.0525
O 0.542 -2.119 1.118  -0.1176
H -0.353 -1.879 1.443  -0.0077
H 1.174 -1.694 1.706  -0.0085
O 1.190 3.413 2.011  -0.0872
H 1.057 3.747 1.111  0.0418
H 0.310 3.232 2.356  0.0002
O 0.127 3.964 -0.583  0.0604
B -0.490 2.679 -0.528  -0.6552
O -1.850 2.889 -0.854  -0.0127
C -2.046 4.198 -1.085  -0.2355
C -3.207 4.872 -1.402  0.0151
C -3.102 6.239 -1.605  -0.0990
C -1.887 6.899 -1.491  -0.1067
C -0.721 6.227 -1.148  -0.0027
C -0.825 4.869 -0.938  -0.2143
H -4.148 4.353 -1.476  0.1207
H -3.984 6.805 -1.866  0.0962
H -1.848 7.964 -1.672  0.0936
H 0.220 6.745 -1.049  0.1124
O 1.533 0.534 1.843  -0.3752
P 2.457 1.316 2.702  0.8155
C 1.650 2.027 4.176  -0.2765
C 0.388 1.517 4.453  -0.0955
C -0.264 1.880 5.616  -0.0638
C 0.350 2.745 6.507  -0.0824
C 1.611 3.248 6.229  -0.0808
C 2.270 2.888 5.067  -0.0722
C 3.575 0.217 3.668  -0.2532
C 4.789 0.684 4.160  -0.0813
C 5.534 -0.094 5.026  -0.0822
C 5.072 -1.342 5.411  -0.0894
C 3.868 -1.816 4.920  -0.0742
C 3.119 -1.033 4.060  -0.0630
C 3.715 2.223 1.736  -0.2691
C 4.130 3.538 1.863  -0.0812
C 5.202 3.988 1.110  -0.0790
C 5.859 3.136 0.238  -0.0779
C 5.439 1.823 0.105  -0.0802
C 4.368 1.370 0.852  -0.0753
H -0.072 0.840 3.745  0.0909
H -1.249 1.490 5.820  0.1099
H -0.154 3.022 7.422  0.0998
H 2.085 3.925 6.925  0.1001
H 3.258 3.268 4.852  0.1025
H 5.155 1.656 3.861  0.1038
H 6.478 0.275 5.400  0.1010
H 5.654 -1.943 6.094  0.0986
H 3.506 -2.793 5.208  0.1048
H 2.166 -1.384 3.690  0.1016
H 3.609 4.210 2.524  0.1012
H 5.533 5.011 1.206  0.1011
H 6.691 3.500 -0.347  0.1021
H 5.940 1.152 -0.577  0.0952
H 4.017 0.350 0.756  0.1197
Cl -3.470 -2.920 1.711  0.6755
C -3.791 -1.294 2.253  -0.5944
C -4.938 -1.049 2.956  -0.1564
C -5.223 0.236 3.411  -0.1386
C -4.316 1.256 3.151  -0.1540
C -3.166 0.984 2.458  -0.5485
Cl -2.022 2.272 2.138  0.7801
C -2.806 -0.300 1.908  -0.5090
N -1.738 -0.566 1.228  -0.2360
H -5.620 -1.864 3.152  0.0921
H -6.135 0.433 3.951  0.0825
H -4.510 2.262 3.496  0.0941

Values from the calculation:
LUMO ... 2.00 eV
HOMO energy ... -3.882 eV
ΔE to the lowest compared entry with this formula, charge and spin ... 2.541 eV
Total charge ... -1
Kohn-Sham gap ... 0.216 hartree

[3]
DFT (ωB97M-V/def2-TZVPD) results for C36H40BaO3P2S as an isolated structure at a distorted geometry.

Last column: Löwdin charge in e.
Positions of all 83 atoms, in Å:
Ba -0.521 2.259 -1.406  1.9242
C -2.068 1.273 -5.963  -0.1191
C -2.103 -0.036 -5.670  -0.1107
C -1.452 -1.105 -6.488  -0.1773
C -0.027 -0.759 -6.988  -0.1717
C 0.787 0.086 -6.037  -0.0983
C 0.888 1.410 -6.124  -0.1385
C 0.052 2.318 -6.960  -0.1771
C -1.404 1.868 -7.166  -0.1836
C 1.576 -0.150 0.180  -0.2117
H -2.712 1.994 -5.461  0.0987
H -2.810 -0.441 -4.948  0.0994
H -2.093 -1.315 -7.359  0.1196
H -1.395 -2.040 -5.911  0.0876
H 0.507 -1.713 -7.125  0.1130
H -0.083 -0.299 -7.988  0.1047
H 1.456 -0.506 -5.403  0.0832
H 1.815 1.888 -5.816  0.0743
H 0.522 2.414 -7.951  0.1213
H 0.054 3.331 -6.523  0.1099
H -1.982 2.771 -7.421  0.1127
H -1.485 1.182 -8.021  0.1055
H 1.073 0.779 0.465  -0.0078
H 2.445 -0.253 0.863  0.0884
H 0.891 -0.978 0.374  0.0590
P -1.539 -1.103 -2.052  1.0101
P 2.140 -0.214 -1.516  0.9066
C -0.087 -1.426 -3.016  -0.3915
C 1.221 -1.030 -2.811  -0.3606
C -2.553 -2.557 -1.854  -0.3741
C -2.902 -3.394 -2.929  -0.0826
C -3.766 -4.467 -2.716  -0.0874
C -4.260 -4.734 -1.433  -0.0863
C -3.873 -3.930 -0.349  -0.0843
C -3.000 -2.864 -0.545  -0.0835
C -2.664 0.216 -2.670  -0.4062
C -2.147 1.382 -3.283  -0.4422
C -2.818 2.611 -3.137  -0.2496
C -4.162 2.584 -2.777  -0.0952
C -4.788 1.367 -2.554  -0.0739
C -4.062 0.178 -2.475  -0.0591
C 3.659 -1.150 -1.337  -0.3215
C 3.499 -2.472 -0.876  -0.0841
C 4.621 -3.274 -0.700  -0.0793
C 5.892 -2.769 -1.012  -0.0833
C 6.037 -1.462 -1.488  -0.0830
C 4.920 -0.637 -1.650  -0.0649
C 2.377 1.525 -1.995  -0.4924
C 2.587 2.553 -1.044  -0.2347
C 2.691 3.884 -1.467  -0.1479
C 2.610 4.212 -2.818  -0.1547
C 2.377 3.211 -3.764  -0.1183
C 2.229 1.884 -3.337  -0.1735
H -0.273 -2.123 -3.845  0.0413
H 1.918 -1.338 -3.605  0.0633
H -2.519 -3.180 -3.927  0.0941
H -4.055 -5.100 -3.555  0.1021
H -4.938 -5.570 -1.266  0.0999
H -4.256 -4.139 0.652  0.1026
H -2.665 -2.242 0.281  0.0833
H -1.184 1.327 -3.859  0.0859
H -2.325 3.559 -3.363  0.0999
H -4.726 3.514 -2.730  0.1085
H -5.867 1.319 -2.423  0.1076
H -4.533 -0.794 -2.264  0.1158
H 2.500 -2.880 -0.702  0.1148
H 4.511 -4.296 -0.341  0.1041
H 6.770 -3.400 -0.891  0.1016
H 7.015 -1.067 -1.749  0.1012
H 4.998 0.374 -2.060  0.1100
H 2.724 2.312 0.014  0.0985
H 2.891 4.673 -0.740  0.1053
H 2.771 5.237 -3.165  0.0934
H 2.335 3.455 -4.820  0.0864
H 2.005 1.092 -4.057  0.0577
C -2.884 0.060 2.525  -0.1400
S -1.503 0.821 1.678  0.3984
O -0.409 0.689 2.628  -0.3448
O -1.290 0.045 0.396  -0.5982
O -1.820 2.212 1.267  -0.4851
H -2.450 -0.701 3.186  0.0670
H -3.611 -0.404 1.851  0.0584
H -3.348 0.822 3.141  0.0586

Values from the calculation:
LUMO (spin up / spin down) ... -0.15 / -0.27 eV
HOMO energy (spin up / spin down) ... -4.497 / -4.928 eV
ΔE to the lowest compared entry with this formula, charge and spin ... 3.319 eV
Kohn-Sham gap (spin up / spin down) ... 0.160 / 0.171 hartree

[4]
DFT (ωB97M-V/def2-TZVPD) results for one molecule with the formula C20H21NO7.

Last column: Löwdin charge in e.
Positions of all 49 atoms, in Å:
C 2.454 5.948 1.336  -0.0448
O 2.570 4.537 1.448  -0.0385
C 1.433 3.845 1.308  -0.4561
O 0.364 4.364 1.094  0.1136
C 1.634 2.380 1.455  -0.1054
C 0.513 1.562 1.381  0.0636
C 0.627 0.183 1.537  -0.1795
N -0.536 -0.579 1.470  0.1402
C -0.708 -1.905 1.758  -0.4530
O 0.167 -2.653 2.117  0.0928
C -2.156 -2.343 1.558  -0.0550
C -2.501 -2.242 0.098  -0.2406
C -2.051 -3.202 -0.794  -0.0305
C -2.337 -3.089 -2.142  -0.0085
C -3.068 -2.020 -2.648  -0.1886
O -3.366 -1.883 -3.982  -0.1173
C -2.938 -2.880 -4.876  -0.0819
C -3.525 -1.036 -1.752  -0.1871
O -4.245 0.084 -2.039  -0.0669
C -4.691 0.363 -3.347  -0.0736
C -3.226 -1.172 -0.399  0.0305
C 1.886 -0.372 1.751  0.0803
C 3.008 0.450 1.811  -0.0944
C 4.331 -0.197 2.017  -0.4518
O 4.510 -1.386 2.074  0.1254
O 5.326 0.698 2.126  -0.0434
C 6.623 0.154 2.315  -0.0466
C 2.891 1.828 1.670  0.0539
H 1.778 6.334 2.101  0.0982
H 3.455 6.347 1.473  0.0936
H 2.062 6.220 0.354  0.0980
H -0.448 2.024 1.206  0.1274
H -1.361 -0.070 1.179  0.1353
H -2.239 -3.374 1.901  0.1277
H -2.815 -1.712 2.157  0.1246
H -1.475 -4.042 -0.438  0.1212
H -1.976 -3.854 -2.809  0.1039
H -3.300 -2.565 -5.854  0.0957
H -1.847 -2.958 -4.904  0.0976
H -3.368 -3.856 -4.630  0.0978
H -5.252 1.294 -3.261  0.0938
H -3.858 0.503 -4.038  0.0945
H -5.348 -0.422 -3.727  0.0956
H -3.613 -0.405 0.257  0.1282
H 2.006 -1.436 1.876  0.1159
H 6.652 -0.454 3.221  0.0978
H 6.899 -0.473 1.465  0.0980
H 7.299 1.001 2.399  0.0929
H 3.762 2.459 1.725  0.1252

Values from the calculation:
LUMO ... 0.30 eV
HOMO energy ... -8.194 eV
SMILES string ... COC(=O)c1cc(NC(=O)Cc2ccc(OC)c(OC)c2)cc(C(=O)OC)c1
ΔE to the lowest compared entry with this formula, charge and spin ... 0.692 eV
Kohn-Sham gap ... 0.312 hartree

[5]
DFT (ωB97M-V/def2-TZVPD) results for C46H47BrN4O2P2SSi2Y as an isolated structure.

Last column: Löwdin charge in e.
Positions of all 106 atoms, in Å:
Y -0.206 0.165 0.408  1.4556
C -1.171 -0.678 4.251  -0.2334
Si 0.683 -0.921 3.920  0.2613
C 1.550 -0.115 5.385  -0.1901
C 0.907 -2.783 4.073  -0.1758
N 1.120 -0.354 2.372  -0.3487
P 2.469 0.098 1.564  0.6318
C 2.162 0.095 -0.083  -0.5255
P 2.004 -1.334 -0.962  0.6175
N 0.576 -2.010 -0.667  -0.3004
Si -0.031 -3.585 -0.949  0.3118
C 1.194 -4.749 -1.798  -0.1706
C -0.485 -4.419 0.672  -0.1720
C -1.552 -3.676 -2.039  -0.1628
C 2.152 -0.903 -2.732  -0.2892
C 2.858 0.235 -3.116  -0.0884
C 2.986 0.559 -4.460  -0.0912
C 2.411 -0.252 -5.429  -0.1027
C 1.693 -1.378 -5.052  -0.0899
C 1.562 -1.699 -3.709  -0.0807
C 3.349 -2.544 -0.709  -0.2823
C 4.435 -2.692 -1.562  -0.0706
C 5.457 -3.582 -1.250  -0.0884
C 5.402 -4.323 -0.079  -0.0961
C 4.319 -4.183 0.780  -0.0835
C 3.298 -3.304 0.463  -0.1149
C 4.017 -0.724 2.092  -0.2810
C 5.123 -0.570 1.257  -0.0807
C 6.335 -1.155 1.580  -0.0809
C 6.462 -1.897 2.749  -0.0959
C 5.370 -2.050 3.588  -0.0848
C 4.153 -1.466 3.257  -0.0983
C 2.865 1.820 2.072  -0.2794
C 2.629 2.871 1.190  -0.0967
C 2.824 4.185 1.590  -0.0869
C 3.278 4.461 2.873  -0.0963
C 3.537 3.418 3.752  -0.0915
C 3.329 2.106 3.353  -0.0982
H -1.638 -1.646 4.453  0.0281
H -1.732 -0.196 3.451  -0.0280
H -1.308 -0.055 5.138  0.0160
H 1.061 -0.441 6.307  0.0300
H 1.464 0.973 5.321  0.0032
H 2.611 -0.356 5.468  0.0122
H 0.541 -3.115 5.049  0.0310
H 1.935 -3.133 3.962  0.0114
H 0.303 -3.279 3.311  0.0082
H 2.081 -4.956 -1.196  0.0149
H 1.537 -4.362 -2.760  0.0153
H 0.690 -5.700 -1.992  0.0278
H 0.396 -4.584 1.295  0.0101
H -0.965 -5.385 0.500  0.0295
H -1.187 -3.793 1.225  0.0058
H -1.445 -3.131 -2.979  0.0065
H -2.438 -3.290 -1.533  0.0151
H -1.737 -4.728 -2.276  0.0316
H 3.274 0.865 -2.339  0.0902
H 3.529 1.450 -4.752  0.0972
H 2.505 0.005 -6.477  0.0959
H 1.216 -1.995 -5.804  0.1029
H 0.973 -2.557 -3.411  0.0697
H 4.483 -2.113 -2.478  0.1027
H 6.298 -3.693 -1.923  0.0969
H 6.203 -5.009 0.167  0.0972
H 4.275 -4.757 1.697  0.1053
H 2.444 -3.189 1.122  0.0980
H 5.008 -0.008 0.337  0.1090
H 7.182 -1.044 0.914  0.1025
H 7.408 -2.361 3.000  0.0969
H 5.456 -2.631 4.498  0.1006
H 3.300 -1.607 3.906  0.0464
H 2.287 2.642 0.187  0.0838
H 2.611 4.993 0.900  0.1019
H 3.432 5.486 3.187  0.0957
H 3.896 3.630 4.751  0.0979
H 3.524 1.296 4.046  0.0883
Br -0.529 2.449 3.463  0.8464
C -0.631 3.360 1.787  -0.7349
C -0.652 4.722 1.856  -0.1629
C -0.701 5.438 0.625  -0.0935
C -0.762 4.726 -0.529  -0.0310
C -0.770 3.310 -0.504  -0.2007
N -0.670 2.587 0.695  -0.0393
C -0.927 2.644 -1.748  -0.4132
O -1.104 3.129 -2.840  0.0945
O -0.846 1.224 -1.604  -0.1085
H -0.613 5.219 2.812  0.0816
H -0.693 6.520 0.621  0.0952
H -0.818 5.196 -1.501  0.1132
S -2.982 -0.914 -4.048  1.0108
C -1.723 -0.064 -4.868  -0.4134
C -0.931 0.618 -4.006  -0.1362
C -1.371 0.484 -2.670  -0.3039
C -2.476 -0.327 -2.488  -0.4113
C -3.073 -0.789 -1.280  -0.3111
C -4.354 -1.393 -1.279  -0.0900
C -4.833 -2.042 -0.182  -0.1091
C -4.004 -2.115 0.981  -0.1071
C -2.805 -1.473 0.947  -0.2178
N -2.315 -0.768 -0.100  -0.0618
H -1.656 -0.104 -5.943  0.0559
H -0.090 1.226 -4.297  0.1166
H -4.945 -1.337 -2.186  0.0870
H -5.816 -2.494 -0.192  0.0875
H -4.307 -2.655 1.866  0.0864
H -2.166 -1.510 1.829  0.0732

Values from the calculation:
LUMO (spin up / spin down) ... 2.46 / 2.46 eV
HOMO energy (spin up / spin down) ... -3.330 / -2.249 eV
Total charge ... -1
Kohn-Sham gap (spin up / spin down) ... 0.213 / 0.173 hartree

- What is the formula in the first record?
  C37H34N3O5PTa